1.
Density functional theory data (ωB97M-V/def2-TZVPD) for a cluster of 11 separate species, C24H56IO16S4 in total at a distorted geometry.

Output
* E: -109997.396 eV
* orbital gap: 8.399 eV
* charge: -1
* lowest unoccupied orbital energy: 1.9 eV
* F_max: 3.5 eV/Å

Structure (XYZ):
```
101
Properties=species:S:1:pos:R:3:forces:R:3:mulliken_charge:R:1
H 3.6352 1.8382 -2.6329 0.19 0.37 0.36 0.241
S -2.0285 -2.3310 -2.3511 -1.32 -0.82 1.38 0.996
H 0.1106 2.5221 2.6849 -0.42 -0.70 0.44 0.043
H -2.1593 4.3613 2.1841 0.44 -0.52 -0.60 0.396
H 0.6514 -0.8517 2.9939 0.71 1.41 -0.84 -0.034
C -5.1930 0.6164 -1.5903 1.86 0.03 0.24 0.456
C 6.2816 -1.6078 1.9630 -0.22 0.86 0.99 -0.647
O 0.5174 0.2937 -5.7375 0.43 0.54 0.92 -0.596
H -2.4725 1.4132 1.4447 -0.13 0.41 0.28 0.143
H 3.1696 0.1752 -2.1557 0.02 0.18 0.02 0.005
H 3.1688 3.8752 -1.1441 -0.58 0.60 0.67 -0.133
H -2.5725 4.0131 -1.0506 0.53 0.07 0.21 0.255
H 1.9905 5.2191 -1.2041 0.15 0.16 -0.24 0.229
C -0.8202 2.9553 3.0578 -0.43 0.02 -0.02 -0.476
H -1.4509 1.1085 3.9196 0.23 -1.44 0.53 0.142
C 3.0789 0.9585 -2.9174 0.04 -0.60 -0.60 -0.451
C -4.6446 -1.8563 1.9100 -0.76 -1.51 -1.64 -0.700
C 6.4614 -1.7793 0.4785 -0.66 -0.97 0.15 -0.608
O -3.0449 -1.3801 -2.7256 0.29 0.39 -0.18 -0.446
H 0.7978 -3.2939 -1.1089 0.04 -0.23 0.12 -0.099
C 0.5210 -2.7202 -1.9831 0.12 0.77 -0.01 -0.157
S 5.1167 -0.2360 2.1432 -2.33 -2.04 -1.21 1.014
C -0.0131 -3.6484 -3.1074 1.04 0.90 -0.85 -0.867
C -2.8493 2.4085 1.7746 2.11 -1.81 0.66 -0.780
O -4.8999 -0.5347 1.5342 -0.27 0.17 0.05 -0.360
H 0.4885 -2.2908 5.2562 0.83 -0.01 -0.07 0.380
C 2.7756 4.7785 -0.5851 -0.13 -1.43 -1.27 -0.218
H 7.1233 -1.3239 2.6250 -0.15 -0.42 -0.64 0.424
O -7.1468 3.1372 -2.7249 0.08 -0.51 0.87 -0.632
H -1.1581 3.5086 0.9272 -0.19 -0.11 0.70 0.007
H 1.6965 -1.0474 4.9514 0.29 -0.70 0.00 0.330
C -6.4763 2.1467 -2.5429 -1.59 2.49 -0.60 0.577
C 0.7761 -1.8674 3.2250 -0.99 -1.95 -0.31 -0.303
O 3.5136 -4.4963 2.6961 0.56 -0.50 -0.34 -0.671
H 5.7019 -2.4326 2.3855 0.29 -0.03 0.04 0.254
C 2.4611 -3.1076 4.7249 -1.35 -0.20 0.83 -0.755
H -4.2273 0.4200 -3.5190 1.74 -0.31 -0.87 0.171
H -4.4794 0.0468 2.1774 -0.12 0.11 0.29 0.322
H -5.4116 -2.5253 1.4342 0.55 0.69 0.02 0.234
H 4.8467 0.6280 -0.0646 -0.13 -0.94 0.56 0.453
H -0.5324 3.8297 3.5785 0.43 1.00 0.55 0.310
O -6.2342 1.5687 -1.3738 -0.70 -0.59 -0.07 -0.364
H 3.6287 5.4323 -0.5429 0.24 0.58 0.38 0.316
H -0.9301 -2.1446 -4.4177 0.31 0.50 -0.16 0.077
C 4.4307 -0.2779 0.4636 1.14 0.65 -0.56 0.359
H -1.3991 1.1645 -6.0612 0.67 -0.14 0.02 0.355
S -3.3472 2.2345 3.4718 -2.43 0.59 -1.40 1.291
H 3.5529 0.5869 -3.8382 -0.35 0.03 0.15 0.381
C 1.5450 -2.7536 2.2421 -3.00 -1.70 0.52 0.351
H 2.0194 3.5439 0.7761 0.21 0.78 -0.37 0.186
H -0.3723 -0.6663 -2.0319 -0.10 -0.69 0.40 -0.134
H 4.2943 -2.3937 0.0007 0.20 -0.53 0.37 0.329
H -5.2699 -0.3086 -0.9868 -0.30 0.80 -0.29 0.225
C -1.9450 3.5767 -1.8390 0.06 0.14 -1.42 -0.747
H -0.9879 4.1440 -2.0654 -1.24 -0.26 0.44 0.185
H -2.6054 3.5719 -2.7343 0.56 0.46 0.32 0.250
H -1.8389 -3.6243 -4.3259 -0.49 -0.52 -0.21 0.486
H -1.4723 -0.4876 -5.5178 1.10 0.69 0.17 0.186
C -1.7124 2.1207 4.0346 1.31 1.17 -0.99 -0.568
S 2.2663 -4.0540 3.2429 0.51 1.80 -0.10 1.144
H 7.2111 -1.0438 0.1237 -0.63 -0.48 -0.30 0.289
H 2.2317 -3.8492 5.5134 0.24 0.46 -0.27 0.478
O -4.0446 3.4603 3.8454 1.06 -0.67 0.27 -0.706
H -0.7542 -1.5674 -0.5210 0.04 -0.01 0.07 0.444
O 4.1190 -0.7335 3.0470 -0.66 -0.11 0.90 -0.522
H -1.6902 2.5367 5.0074 0.23 -0.13 1.20 0.516
O -4.0794 0.9966 3.6985 0.57 0.14 0.19 -0.843
H -1.0255 2.0580 -0.9633 0.14 0.03 0.14 -0.278
H 1.4279 -2.2111 -2.3281 -0.24 0.09 0.12 0.230
H 1.0433 0.7715 -5.0353 -0.83 -0.74 -0.84 0.454
H 5.1346 -1.3718 -1.2036 -0.35 -0.63 0.86 0.308
H 6.7847 -2.8302 0.3134 0.09 0.82 -0.28 0.340
C -1.1865 -2.9731 -3.7855 -0.12 -0.16 1.12 -0.525
H 2.2443 -2.2594 1.6841 1.97 1.17 -1.38 -0.417
H -0.9966 0.8334 -4.4174 0.03 0.06 0.87 -0.053
H -4.7537 -2.1371 2.9403 0.27 0.56 0.93 0.357
H 1.3366 1.4952 -2.3199 -0.28 -0.04 -0.03 0.037
C -5.1793 0.3969 -3.1213 -2.88 0.11 1.44 0.013
O -1.6712 2.2102 -1.6667 -0.09 -0.53 0.25 0.351
H 0.7562 -3.8282 -3.8784 -0.16 -0.20 0.57 0.371
I 0.9214 1.0384 0.4586 0.05 0.07 -0.24 -0.484
H 3.3771 -2.6139 4.9281 1.18 -0.01 -0.42 0.322
C 4.9938 -1.5796 -0.1039 1.74 1.61 -2.12 -0.601
H 3.3495 -0.1771 0.3453 0.07 -0.15 0.79 -0.847
H -5.8153 -0.4681 -3.4097 0.81 0.32 0.05 0.214
O 1.2147 -4.9635 3.5583 -0.72 -1.09 -0.03 -0.687
O -2.4883 -3.4128 -1.4652 0.77 0.62 -1.16 -0.756
H -3.6879 -2.1854 1.5012 0.22 -0.16 0.27 0.222
O 1.7160 1.2624 -3.1823 0.30 -0.02 0.07 -0.389
C -0.8476 0.4537 -5.4064 -1.47 -0.35 -0.96 -0.289
O -5.8917 1.5769 -3.5715 1.07 -1.20 -0.49 -0.368
O 5.6940 1.0227 2.3653 1.61 2.15 0.57 -0.709
O 2.2433 4.4988 0.6751 0.01 -0.77 0.83 -0.520
C 1.3664 -2.0483 4.6144 -1.48 1.04 1.66 -0.767
H -4.3035 1.2048 -1.2656 -0.05 -1.01 -0.31 -0.296
H 0.8127 -3.3325 1.6019 0.95 0.75 0.36 0.312
H -3.6315 2.6341 1.1391 -1.78 0.86 -1.07 0.751
C -1.6953 3.3851 1.8891 -0.89 1.44 -0.55 -0.358
C -0.5596 -1.6696 -1.5818 0.22 0.39 -1.26 0.008
H -0.3236 -4.5455 -2.6408 -0.34 -1.12 0.10 0.384
H -0.2790 -2.1913 3.1965 0.40 -0.30 0.28 0.256
```
Positions in Å, forces in eV/Å.

2.
Density functional theory data (ωB97M-V/def2-TZVPD) for a structure of composition C24H56N7O8Pt at a distorted geometry.

Output
* E: -55843.600 eV
* orbital gap (alpha / beta): 6.438 / 5.558 eV
* charge: +1
* lowest unoccupied orbital energy (alpha / beta): -4.3 / -5.2 eV
* multiplicity: 3
* energy relative to the best compared isomer or geometry (same formula, charge and spin): 0.000 eV
* F_max: 1.9 eV/Å
* <S²>: 2.01

Structure (XYZ):
```
96
Properties=species:S:1:pos:R:3:forces:R:3:mulliken_spin:R:1
H 8.3721 -28.7148 -4.3474 -0.05 -0.23 0.29 0.001
H 12.6121 -24.1347 -2.6595 -0.08 0.17 0.16 0.000
H 9.7140 -27.6676 -4.1813 0.42 -0.03 0.55 0.005
N 13.6167 -27.1137 0.5581 0.09 -0.03 -0.27 0.000
H 8.2354 -27.0029 3.4817 -0.06 0.11 -0.23 0.000
H 7.6713 -22.5092 -1.7764 0.13 0.09 0.11 0.000
H 12.9610 -28.9322 -0.3857 0.06 0.00 -0.06 0.000
H 6.7091 -27.9825 1.7765 0.25 0.07 0.44 0.000
C 10.6448 -22.9050 -4.9318 -0.02 -0.06 0.57 0.000
N 8.8788 -23.4410 -0.3684 0.35 0.43 0.39 0.000
H 2.6806 -28.3577 0.3210 -0.20 0.09 -0.16 0.000
C 8.9442 -28.1664 -3.5918 -0.67 0.31 -0.37 0.022
H 11.5965 -24.9619 -3.7892 -0.24 -0.01 0.03 0.000
Pt 6.9515 -30.9319 -2.8702 0.68 1.65 0.66 1.409
H 6.2671 -27.9576 -1.7034 0.10 0.01 0.43 -0.003
H 14.6668 -28.8212 0.1625 -0.08 -0.41 0.04 0.000
H 9.9430 -25.2548 -0.3475 -0.05 -0.15 0.03 0.000
O 6.0907 -29.6875 -4.3809 -0.25 -0.13 -0.18 0.078
C 9.4083 -29.0340 -2.4314 0.27 0.08 -1.40 -0.030
C 11.6812 -21.6441 -3.1171 0.52 -0.22 -0.44 0.000
N 4.3967 -28.2355 -0.8235 -0.16 0.11 0.41 -0.002
H 10.1802 -29.7285 -2.7901 0.01 0.04 0.02 -0.009
C 9.1409 -27.4524 3.0761 0.21 0.08 0.05 0.000
H 5.6622 -27.5327 -7.8599 -0.37 0.24 0.44 0.000
H 9.1465 -30.1849 1.0636 0.05 0.05 -0.13 -0.004
H 13.3464 -28.9497 1.3721 0.00 -0.62 -0.26 0.000
H 9.2209 -23.7757 -7.6427 -0.42 -0.29 -0.07 0.000
H 7.8456 -27.2353 0.6501 -0.35 0.04 -0.14 0.001
H 10.5162 -27.2839 -1.7223 0.27 -0.29 -0.31 -0.004
O 8.5989 -21.1985 -0.0439 0.04 0.25 -0.05 0.000
H 7.4803 -30.5215 -6.1924 0.06 -0.18 -0.17 -0.004
C 3.3112 -27.5792 -0.1096 0.06 -0.70 0.66 0.000
C 9.2062 -24.7046 0.2385 -0.80 -0.46 0.04 -0.001
H 5.6425 -26.5757 -0.7316 0.00 0.18 -0.16 0.000
O 8.3247 -29.7694 -1.9246 -0.79 -0.73 0.68 0.408
C 5.1970 -28.4922 -7.6244 0.34 -0.28 -1.31 0.001
O 10.6477 -29.6466 2.3433 0.19 -0.32 -0.22 0.000
H 7.1486 -30.2307 -7.9394 0.00 -0.13 0.01 0.001
H 9.6354 -27.9433 3.9107 0.17 -0.16 -0.18 0.000
H 14.2242 -26.3795 -1.2787 0.08 0.21 0.00 0.000
C 8.9752 -25.9843 -6.3667 -0.42 -0.06 -0.94 -0.002
H 7.4204 -28.9468 0.5297 0.42 -0.10 -0.04 -0.004
O 10.4672 -21.9330 -5.6303 -0.13 0.06 -0.25 0.000
H 3.7048 -27.0323 0.7478 0.01 0.33 -0.21 0.000
O 8.3103 -25.1207 -5.8357 -0.17 -0.01 0.53 0.000
C 7.6436 -28.1396 1.2286 -0.43 0.33 -0.39 0.001
C 8.0917 -23.4908 -1.5704 -0.37 0.18 -0.35 0.000
H 10.7170 -28.8119 -0.8082 0.07 0.38 0.39 0.008
C 9.5828 -29.4781 1.7852 0.17 0.42 0.70 0.003
H 14.5158 -25.2964 0.1021 0.16 0.03 0.09 0.000
H 5.0292 -27.0124 -2.3976 -0.18 0.51 0.27 0.000
C 12.7290 -26.5106 1.3854 0.45 -0.58 -0.37 0.000
H 3.7113 -30.0721 -0.2829 0.09 -0.21 -0.01 0.000
O 5.3226 -30.1601 -1.5412 0.21 -0.84 0.13 0.069
H 10.8967 -27.5547 -7.2952 0.10 0.04 -0.05 0.000
H 8.2499 -25.2421 0.2884 0.23 -0.45 -0.24 0.000
H 9.6060 -22.4357 1.2394 -0.03 0.23 0.03 0.000
H 7.2493 -24.1808 -1.4485 0.08 -0.10 -0.01 0.000
N 9.7593 -25.7999 -7.4435 0.32 -0.15 -0.49 0.000
H 7.9729 -29.0069 -6.9389 0.04 -0.05 -0.15 -0.002
H 11.2615 -21.5658 -2.1146 -0.01 0.01 0.01 0.000
C 5.3898 -27.3684 -1.4289 0.24 -0.75 -0.84 0.005
N 11.3118 -22.9038 -3.7466 -0.18 0.23 -0.10 0.000
H 4.1224 -28.4789 -7.4704 0.08 0.45 0.54 0.000
C 14.5459 -26.3275 -0.2293 -0.46 -0.30 -0.59 0.000
C 10.0116 -28.1708 -1.3346 0.25 -0.21 0.30 0.037
H 9.5114 -24.6313 -9.2036 -0.20 -0.18 0.05 0.000
C 9.0306 -22.2658 0.3122 0.07 -0.54 0.08 0.000
H 9.8075 -26.6842 2.6757 -0.05 0.14 0.19 0.000
H 15.5494 -26.7515 -0.2127 0.06 0.12 0.34 0.000
C 10.4865 -26.9007 -8.0675 -0.42 -0.27 0.66 0.000
H 9.2866 -27.7556 -0.6393 -0.25 -0.35 -0.06 -0.005
H 10.8072 -24.1144 -8.1179 0.07 -0.29 -0.19 0.000
H 2.7170 -26.9482 -0.7638 0.08 0.11 -0.04 0.000
H 12.7724 -21.5700 -3.0866 -0.04 0.03 0.28 0.000
O 12.7258 -25.3275 1.6502 -0.46 0.23 0.05 0.000
H 8.2855 -27.3942 -3.1797 -0.01 0.06 -0.21 -0.003
C 5.5272 -29.1285 -5.3366 0.33 -0.17 0.39 0.011
H 8.6714 -23.7858 -2.4479 0.05 -0.14 0.05 0.000
H 9.5182 -24.6944 1.2821 0.39 0.71 -0.12 0.000
C 9.7982 -24.5415 -8.1572 0.65 1.06 0.52 0.000
H 5.2808 -29.0324 -8.5745 0.18 -0.28 0.28 0.000
N 5.9294 -29.2041 -6.5862 -0.40 0.25 -0.38 -0.003
C 11.5994 -24.1423 -3.0676 0.10 -0.13 -0.15 0.000
C 4.4855 -29.5593 -0.8599 0.06 0.74 -0.67 0.007
H 11.3385 -20.8341 -3.7536 -0.22 0.00 0.09 0.000
C 7.2130 -29.7917 -6.9503 -0.06 0.20 0.46 0.009
H 10.8785 -24.3466 -2.2719 0.11 -0.06 0.14 0.000
H 8.8941 -27.0512 -6.0920 0.29 0.01 0.25 0.000
H 12.0105 -27.2598 1.7666 -0.05 0.21 0.33 0.000
H 11.3046 -26.4996 -8.6552 0.02 -0.03 -0.07 0.000
N 8.7983 -28.4032 2.0390 -0.71 -0.68 0.03 0.000
C 13.6340 -28.5706 0.3928 0.02 1.05 0.68 0.000
H 10.2094 -23.8944 -5.1464 0.20 -0.03 -0.28 0.000
H 4.6791 -28.4736 -5.1242 -0.23 -0.13 -0.28 -0.001
H 9.8280 -27.5154 -8.6880 0.10 0.14 -0.25 0.000
```
Positions in Å, forces in eV/Å.

3.
Density functional theory data (ωB97M-V/def2-TZVPD) for a cluster of 8 separate species, C24H56N8O8 in total at a distorted geometry.

Output
* SMILES: CNC(C)=O.CNC(C)=O.CNC(C)=O.CNC(C)=O.CNC(C)=O.CNC(C)=O.CNC(C)=O.CNC(C)=O
* E: -54099.973 eV
* orbital gap: 9.207 eV
* lowest unoccupied orbital energy: 0.2 eV
* energy relative to the best compared isomer or geometry (same formula, charge and spin): 1.959 eV
* F_max: 2.9 eV/Å

Structure (XYZ):
```
96
Properties=species:S:1:pos:R:3:forces:R:3:mulliken_charge:R:1
C 3.9492 -4.3803 0.3976 -0.40 0.93 -0.08 -0.759
H 1.3393 -3.8061 0.5915 0.34 -0.73 0.23 -0.164
H -3.5787 0.5447 5.6259 1.39 0.81 -0.22 0.253
H -2.4436 0.2888 4.3462 0.44 0.18 -0.37 0.083
O 0.2478 -2.1644 0.6884 0.38 -0.19 -0.95 -0.889
H 1.9856 5.6196 -1.0719 -0.26 -0.49 -0.13 0.247
C 0.2989 1.1398 3.2860 0.43 -0.46 -1.11 -0.458
O -3.6116 1.8975 2.9182 1.14 1.07 0.55 -0.640
H -2.9411 -0.1624 0.2155 -1.01 0.16 0.33 0.431
H 2.4047 -0.0054 -5.8457 0.51 -0.21 -0.05 0.384
H -1.5001 0.0373 1.1257 0.29 -0.06 0.03 0.073
C -0.1175 -2.9250 -1.6203 -0.11 0.83 -0.39 -1.245
H -0.6479 1.5805 3.0654 -0.95 0.13 0.00 -0.177
H 1.7498 0.1251 -1.4273 0.17 0.35 0.05 0.239
H 2.3320 2.5906 2.9550 0.77 0.27 -0.07 0.280
C 0.9818 -3.3268 3.7057 0.46 -1.67 1.85 -0.843
H 3.7068 3.3248 1.3321 0.18 -0.40 -0.49 0.390
H 0.1959 -2.7554 3.3562 -1.83 1.17 -0.81 0.174
H -0.6290 -5.0474 0.7269 1.55 -0.92 -0.35 0.184
O 2.9831 -6.5349 0.7314 -0.15 -1.20 -0.34 -0.665
H 3.3223 1.4861 -5.6741 0.93 0.33 0.23 0.316
H -2.0625 3.5203 0.2974 -0.02 0.08 -0.01 0.298
C -2.9311 4.2227 3.5479 -0.96 -0.82 -1.29 -1.009
H 2.6492 -0.0526 -3.5581 -0.83 0.38 0.04 0.317
H 4.8367 -4.5827 0.9985 -0.24 -0.93 -0.14 0.325
N 2.3836 -1.8063 2.5787 -0.42 0.71 -1.47 0.730
C 2.3476 1.0799 -5.7887 -0.41 -1.60 0.30 -1.343
H 4.1992 -4.4079 -0.6600 0.30 -0.13 -0.11 0.294
H -2.1031 -1.5784 -1.1997 -0.78 -0.05 -0.98 -0.003
O 0.7211 2.2779 -4.4603 -0.13 -0.49 -0.11 -0.601
H -2.7430 4.6816 4.5187 -0.09 0.04 -0.22 0.389
C 1.5123 1.3514 -4.5686 0.10 0.60 1.40 0.659
N 1.8023 0.5211 -3.4873 0.34 0.12 -0.96 -0.030
H -2.9033 0.3874 -2.5424 0.36 0.36 1.73 -0.338
N 2.3109 2.0797 2.0875 -1.98 -0.32 1.85 -0.052
H 3.4079 -0.4507 1.3451 -0.50 0.01 -0.22 0.115
H 0.6547 -2.4091 -2.1506 0.81 0.49 -0.43 0.229
C -1.4891 2.9573 -0.4326 -0.48 0.50 -0.17 -0.626
C -4.1165 -0.7174 -6.2128 -0.88 -0.63 0.82 -0.867
H -3.9848 -2.4920 -5.1654 -0.21 -1.20 0.25 0.280
C 1.1773 0.6639 -2.1780 -0.41 -0.19 -0.24 -0.434
H 1.0026 -4.2432 3.1361 0.31 -0.19 -0.31 0.081
C -0.0208 4.9281 -0.5822 0.83 -0.23 -0.56 0.724
H -3.8899 4.5784 3.0990 0.86 -0.05 0.38 0.285
H -3.8109 -1.2514 -7.0954 -0.22 -0.14 -0.48 0.318
O -0.2300 5.2977 0.5541 -0.30 0.04 0.57 -0.651
C 3.0375 2.5493 0.9378 0.00 0.00 0.17 -0.627
H 3.5666 1.6834 0.4945 -0.03 0.73 0.01 0.199
H -1.7613 0.7758 5.9455 -0.47 -0.45 -0.21 0.369
H -5.2128 -0.5549 -6.1600 0.59 0.14 -0.56 0.280
H -2.1141 4.4274 2.8613 0.07 0.35 -0.14 0.169
C -3.1786 0.3379 -3.5428 -1.19 0.53 -2.57 -0.430
C 0.9720 5.6045 -1.4945 -0.11 1.06 -0.47 -0.992
H -0.9878 2.1663 0.0602 1.04 -0.45 0.80 -0.036
O -3.4967 -1.8859 -2.8306 -0.15 0.66 -1.44 -0.729
C 2.2324 -2.5385 3.6756 -0.08 0.27 0.07 0.848
C -2.5721 0.9198 5.2140 -0.88 -0.58 1.66 -0.705
H 0.6291 1.5481 4.2399 0.44 -0.29 -0.16 0.593
N -1.5145 -1.3608 -0.4360 1.24 -0.50 -0.12 0.275
H -2.1782 2.3857 -1.0470 -0.23 0.60 -0.72 0.299
C 1.0869 1.4313 2.0145 1.89 0.68 -0.45 0.006
C -3.5421 -1.0983 -3.8028 0.49 -1.24 1.43 0.576
H -2.1082 3.0040 5.5366 -0.60 -0.83 -0.93 0.243
H -2.4348 -1.4231 1.4500 -0.36 0.09 -0.08 0.355
N -2.5628 2.3305 4.8991 0.17 -0.80 -0.28 -0.178
H -0.3234 3.5782 -2.0644 0.46 -0.20 -1.23 0.261
H -0.9479 -2.9498 -2.3668 0.34 -0.30 1.01 0.312
O 0.7049 1.0803 0.9192 -0.70 -0.64 -0.39 0.143
H 4.4200 -1.5867 2.1770 -0.39 0.59 0.48 0.438
H 1.9910 1.3513 -6.7556 -0.81 0.81 -0.30 0.363
C -0.3867 -2.0985 -0.3747 -1.60 -0.24 0.98 0.649
H 0.1854 0.0397 3.2405 0.00 0.54 0.59 -0.105
N -0.5940 3.8576 -1.1649 -1.41 -0.83 1.44 -0.070
H 0.7948 -3.6047 4.7548 0.02 0.12 -0.38 0.416
H 0.3285 -3.8735 -1.3720 -0.32 -0.47 0.08 0.347
O 3.0045 -2.4819 4.5962 1.31 -0.26 1.39 -0.724
H 0.7141 6.6860 -1.5173 -0.03 -0.65 -0.28 0.354
H 0.4162 -6.4313 0.0067 -0.35 -0.47 -0.98 0.408
H -2.3332 0.5904 -4.1797 0.22 0.15 0.01 0.332
H 3.6406 -0.2049 3.0338 0.36 0.68 1.01 0.458
C 3.5092 -0.9515 2.3000 0.82 -1.60 -0.91 -1.185
H 0.9241 5.1589 -2.5132 0.38 0.52 0.65 0.238
H -3.5924 0.2086 -6.2126 0.32 0.79 0.15 0.320
H 0.9764 1.6926 -1.9132 0.68 0.38 0.17 0.014
C 2.7579 -5.3622 0.5859 0.51 1.98 1.26 0.693
H 3.8184 -3.3100 0.6415 -0.87 -0.41 -0.18 -0.046
H 2.3725 3.0115 0.1999 0.06 -0.19 0.00 0.015
N -3.7461 -1.5421 -5.0705 0.29 1.42 0.39 -0.164
C -3.0406 2.6892 3.6732 -1.03 1.09 0.99 0.779
H -3.9845 1.0772 -3.8068 0.62 -0.78 0.40 0.413
H 0.3169 -6.2351 1.7070 -0.04 0.43 -0.53 0.386
N 1.5051 -4.8183 0.7056 0.36 0.83 -0.76 0.440
C 0.3372 -5.6682 0.7422 -0.96 0.54 2.08 -1.031
H 0.1761 0.2446 -2.1334 -0.20 -0.45 -0.34 0.022
C -2.1469 -0.7091 0.6770 0.73 0.26 0.19 -1.117
H 1.5931 -1.8232 1.9597 0.06 0.18 -0.57 -0.181
```
Positions in Å, forces in eV/Å.